Here is C33H59N4O13P2S2Si4Ti as an isolated structure from OMol25. Energies are from wB97M-V/def2-TZVPD.

```
118
Properties=species:S:1:pos:R:3:forces:R:3
Ti -0.350 -0.901 -0.133 1.8 -0.2 -0.1
O -2.992 1.353 1.432 -0.1 0.2 0.0
C -2.769 0.460 0.638 0.0 -0.2 -0.1
O -1.762 0.408 -0.189 -0.7 0.5 0.6
C -3.689 -0.707 0.509 0.3 -0.1 0.0
C -5.048 -0.551 0.543 -0.3 0.2 0.1
C -5.864 -1.660 0.373 0.1 0.0 0.0
C -5.322 -2.919 0.245 -0.2 -0.2 0.1
C -3.954 -3.083 0.261 0.1 0.1 -0.1
C -3.080 -1.968 0.316 0.1 -0.2 0.0
O -1.788 -2.073 0.193 -1.2 -0.9 0.2
N -3.470 -4.470 0.195 -0.1 -0.1 -0.2
O -2.358 -4.712 0.598 0.1 0.1 0.1
O -4.241 -5.310 -0.250 0.0 0.1 0.0
N -7.314 -1.499 0.353 0.0 0.0 0.0
O -7.761 -0.374 0.468 0.0 0.1 0.0
O -8.002 -2.493 0.223 0.0 -0.1 0.0
H -5.485 0.429 0.685 0.1 0.0 0.0
H -5.962 -3.782 0.147 0.0 0.0 0.0
C -0.285 2.034 5.991 -0.1 0.0 -0.1
C 0.443 0.732 5.711 0.0 0.1 0.1
C 0.284 -0.247 6.857 0.0 -0.1 -0.1
O -0.125 0.124 4.528 0.1 0.0 0.0
P 0.607 0.111 3.112 -0.1 0.2 0.3
O -0.253 -0.626 2.170 0.0 0.1 -0.2
C 0.889 1.848 2.702 0.0 -0.3 -0.2
P 1.313 2.173 0.971 -0.2 0.2 -0.1
O 0.536 1.307 0.063 0.3 0.1 0.1
O 2.853 2.023 0.800 0.1 -0.2 0.0
C 3.897 2.750 1.483 0.0 0.0 0.0
C 4.713 1.735 2.257 -0.1 -0.1 0.0
C 4.699 3.472 0.422 0.0 0.0 -0.1
O 1.152 3.729 0.781 -0.1 0.0 0.0
C -0.034 4.579 0.778 -0.1 0.1 0.0
C -0.059 5.356 2.079 0.1 0.0 0.1
C -1.320 3.830 0.520 0.1 -0.1 0.0
O 2.068 -0.411 3.374 0.0 0.1 0.1
C 2.302 -1.726 3.975 0.1 -0.3 -0.2
C 3.513 -1.581 4.869 0.0 0.1 0.0
C 2.488 -2.765 2.888 0.0 0.1 0.0
H 0.088 2.478 6.915 0.0 0.0 0.0
H -1.354 1.839 6.099 0.0 0.0 0.0
H -0.148 2.753 5.183 0.0 0.0 0.0
H 1.505 0.927 5.539 0.1 0.0 -0.1
H -0.772 -0.499 6.975 0.0 0.0 0.0
H 0.648 0.202 7.783 0.0 0.0 0.0
H 0.839 -1.167 6.677 0.0 0.0 0.0
H 1.649 2.269 3.364 -0.1 0.1 0.0
H -0.074 2.335 2.880 0.0 0.0 0.0
H 3.442 3.478 2.161 -0.1 0.0 0.0
H 5.124 0.996 1.566 0.0 0.0 0.0
H 4.087 1.202 2.977 0.0 0.0 0.0
H 5.530 2.231 2.785 0.0 0.0 0.0
H 5.092 2.742 -0.288 0.0 0.1 0.0
H 5.530 4.013 0.878 0.0 0.0 0.0
H 4.065 4.176 -0.120 0.0 0.0 0.0
H 0.154 5.272 -0.041 0.1 0.0 -0.1
H -0.330 4.707 2.917 0.0 0.0 0.0
H -0.804 6.151 2.012 0.0 0.0 0.0
H 0.915 5.804 2.282 0.0 0.0 0.0
H -1.601 3.181 1.350 0.0 0.0 0.0
H -1.248 3.205 -0.367 0.0 0.0 0.0
H -2.128 4.549 0.372 0.0 0.0 0.0
H 1.426 -1.986 4.570 -0.1 0.1 0.0
H 4.382 -1.307 4.267 0.0 0.0 0.0
H 3.717 -2.530 5.367 0.0 0.0 0.0
H 3.356 -0.814 5.630 0.0 0.0 0.0
H 3.392 -2.557 2.312 -0.1 0.0 0.1
H 1.637 -2.777 2.204 0.0 0.0 0.0
H 2.581 -3.750 3.349 0.0 0.0 0.0
S 2.125 -0.842 -0.065 0.1 0.1 -0.2
C 2.863 -2.371 -0.383 0.4 0.4 0.2
C 4.297 -2.396 -0.386 -0.1 0.0 0.0
N 5.448 -2.367 -0.350 0.0 0.0 0.0
C 2.096 -3.461 -0.561 -0.2 -0.5 0.0
S 0.381 -3.322 -0.460 -0.1 0.2 0.1
C 2.672 -4.761 -0.770 0.0 0.1 0.0
N 3.129 -5.807 -0.919 0.0 0.0 0.0
C -1.617 1.616 -5.226 0.0 -0.1 -0.1
Si -1.359 1.447 -3.359 -0.1 0.2 -0.1
C -3.075 1.838 -2.677 -0.1 -0.1 0.2
C -0.198 2.877 -2.924 0.1 0.0 0.1
Si -0.419 -0.619 -2.671 0.0 0.1 -0.5
Si 1.645 -0.648 -3.805 0.2 0.0 -0.1
C 1.500 -0.266 -5.653 -0.2 0.0 -0.1
C 2.807 0.694 -3.151 0.0 0.1 0.1
C 2.472 -2.348 -3.753 -0.1 -0.2 0.1
Si -1.830 -2.246 -3.644 -0.2 0.0 -0.2
C -1.786 -2.145 -5.530 0.1 0.1 -0.1
C -1.477 -4.050 -3.272 0.1 0.0 0.2
C -3.622 -1.890 -3.131 0.0 0.1 0.1
H -2.094 2.579 -5.446 0.0 -0.1 0.1
H -2.265 0.827 -5.616 0.0 0.1 0.0
H -0.676 1.572 -5.778 -0.1 0.0 0.0
H -3.383 2.848 -2.967 0.1 -0.1 -0.1
H -3.104 1.776 -1.589 0.0 0.1 0.0
H -3.813 1.131 -3.072 0.1 0.1 0.0
H -0.745 3.823 -2.835 0.0 -0.1 -0.1
H 0.562 2.994 -3.704 -0.1 0.0 0.1
H 0.325 2.686 -1.985 0.0 0.0 0.0
H 1.139 0.749 -5.837 0.1 -0.1 0.0
H 0.815 -0.956 -6.155 0.1 0.1 0.0
H 2.485 -0.362 -6.123 0.0 0.0 0.1
H 2.729 1.596 -3.769 0.0 -0.1 0.0
H 3.848 0.357 -3.163 -0.1 0.0 0.0
H 2.558 0.962 -2.123 0.1 0.0 0.0
H 2.629 -2.721 -4.770 0.0 0.0 0.1
H 1.854 -3.077 -3.221 0.1 0.0 -0.1
H 3.444 -2.315 -3.251 -0.1 0.0 0.0
H -0.791 -2.394 -5.912 -0.1 0.0 0.0
H -2.041 -1.147 -5.892 0.0 -0.1 0.0
H -2.500 -2.858 -5.960 0.0 0.0 0.1
H -0.455 -4.319 -3.556 -0.1 0.0 0.0
H -2.171 -4.680 -3.839 0.0 0.1 0.0
H -1.583 -4.283 -2.211 0.0 0.0 -0.1
H -4.175 -1.408 -3.945 0.0 0.0 0.1
H -3.664 -1.219 -2.266 0.0 -0.1 -0.1
H -4.149 -2.813 -2.863 0.0 0.1 -0.1
```
Positions in Å, forces in eV/Å.

Computed properties:
Net charge = -1
HOMO = -0.178 Eh
Orbital gap = 6.476 eV
LUMO energy = 1.626 eV
DFT total energy = -5976.8885 Ha

---

Here is a 2-piece molecular cluster, C9H17N4O overall from OMol25. Energies are from wB97M-V/def2-TZVPD.

```
31
Properties=species:S:1:pos:R:3:forces:R:3
C -0.267 0.276 -2.609 1.1 -2.0 0.3
C 2.070 -0.270 -2.191 2.2 -1.1 3.3
C 1.082 0.068 -3.278 1.4 2.9 2.9
C -0.326 0.577 2.876 -2.7 -0.4 -2.6
C -1.594 0.992 2.013 -1.3 -2.0 -0.5
C 0.476 -0.159 1.813 3.0 -0.7 1.2
C -0.955 1.328 0.668 -1.0 -0.6 1.2
C 0.361 -1.093 -0.879 0.8 1.7 -0.5
C -1.363 -2.331 -0.107 -1.0 -0.4 0.9
N -0.655 -0.428 -1.625 0.2 0.0 0.1
N 1.660 -0.884 -1.114 0.0 -0.5 -0.1
N 3.443 -0.090 -2.075 -2.8 0.6 -2.2
N 0.201 0.488 0.529 0.9 -1.3 0.9
O 0.104 -2.082 -0.077 -2.3 0.5 -2.6
H -0.950 0.935 -3.044 -1.1 0.9 -0.8
H 1.042 -0.814 -3.787 -0.2 -2.1 -2.4
H 1.464 0.954 -3.768 -0.3 -0.1 -0.9
H -0.012 1.498 3.211 1.8 2.1 0.5
H -0.675 0.111 3.740 -0.1 -1.6 1.3
H -2.309 0.147 1.690 1.0 0.6 1.4
H -2.283 1.768 2.440 1.1 -0.5 -0.4
H 1.660 -0.300 1.927 -2.5 0.9 0.1
H 0.237 -1.204 1.709 -0.8 -0.3 0.5
H -1.669 1.146 -0.103 -0.2 0.4 -0.9
H -0.682 2.302 0.816 0.8 2.9 -0.7
H -2.067 -1.443 -0.080 1.6 -0.8 0.4
H -1.333 -2.913 0.782 -1.3 -0.5 0.8
H -1.778 -2.939 -0.932 1.2 0.2 0.0
H 3.931 0.459 -2.724 0.7 0.6 -1.0
H 3.965 -0.429 -1.303 -0.2 -0.5 0.8
H 1.088 0.912 0.333 -0.1 0.9 -0.8
```
Positions in Å, forces in eV/Å.

Computed properties:
Net charge = +1
HOMO = -0.473 Eh
Orbital gap = 8.844 eV
LUMO energy = -4.031 eV
DFT total energy = -647.0565 Ha

---

Here is C34H32BrN3PdSeTe as an isolated structure from OMol25. Energies are from wB97M-V/def2-TZVPD.

```
73
Properties=species:S:1:pos:R:3:forces:R:3
Pd 1.936 1.168 -0.105 0.3 -0.4 -0.1
C 7.319 4.391 0.863 0.0 0.0 0.0
C 6.020 3.681 0.590 0.0 0.0 0.0
C 4.885 4.347 0.128 0.0 0.0 0.0
C 3.714 3.647 -0.075 0.0 0.0 0.0
C 3.651 2.263 0.180 -0.1 0.1 0.0
Br 0.131 4.171 -0.716 -0.1 0.2 0.0
N 4.754 1.627 0.619 0.0 0.0 0.0
C 5.878 2.320 0.807 0.0 0.0 0.0
H 7.406 5.294 0.255 0.0 0.0 0.0
H 8.175 3.752 0.639 0.0 0.0 0.0
H 7.403 4.695 1.911 0.0 0.0 0.0
H 4.928 5.415 -0.070 0.0 0.0 0.0
H 2.820 4.147 -0.432 0.0 0.0 0.0
H 6.737 1.745 1.155 0.0 0.0 0.0
C -1.229 2.071 1.712 0.0 -0.1 0.0
Te 0.892 2.167 1.939 -0.1 0.3 0.2
C 0.487 0.424 3.135 0.0 0.0 0.1
C -0.872 0.672 3.727 0.0 0.0 0.0
C -1.294 0.118 4.927 0.0 0.0 0.0
C -2.560 0.396 5.428 0.0 0.0 0.0
C -3.410 1.235 4.724 0.0 0.0 0.0
C -2.995 1.791 3.520 0.0 0.0 0.0
C -1.732 1.517 3.012 0.0 0.0 0.0
H -1.366 1.355 0.898 0.0 0.0 0.0
H -1.621 3.043 1.430 0.0 0.0 0.0
H 1.245 0.256 3.900 0.0 0.0 0.0
H 0.473 -0.409 2.429 0.0 0.0 0.0
H -0.626 -0.539 5.473 0.0 0.0 0.0
H -2.880 -0.041 6.367 0.0 0.0 0.0
H -4.399 1.457 5.109 0.0 0.0 0.0
H -3.657 2.445 2.965 0.0 0.0 0.0
C 0.320 -0.071 -0.271 -0.2 0.1 0.0
C -0.645 -0.818 -0.363 0.1 -0.2 0.1
C -1.714 -1.763 -0.530 0.0 0.1 -0.1
C -1.617 -3.017 0.152 0.0 0.0 0.0
C -2.675 -3.960 0.289 0.0 0.0 0.0
C -2.516 -5.154 0.970 0.0 0.0 0.0
C -1.309 -5.501 1.573 0.0 0.0 0.0
C -0.268 -4.575 1.497 0.0 0.0 0.0
C -0.413 -3.379 0.825 0.0 0.0 0.0
C -2.778 -1.357 -1.413 0.0 0.0 0.0
C -3.610 -2.240 -2.147 0.0 0.0 0.0
C -4.542 -1.783 -3.066 0.0 0.0 0.0
C -4.718 -0.426 -3.313 0.0 0.0 0.0
C -3.908 0.468 -2.610 0.0 0.0 0.0
C -2.968 0.023 -1.703 0.0 0.0 0.0
H -3.654 -3.724 -0.101 0.0 0.0 0.0
H -3.367 -5.824 1.047 0.0 0.0 0.0
H -1.193 -6.439 2.104 0.0 0.0 0.0
H 0.680 -4.789 1.981 0.0 0.0 0.0
H 0.405 -2.668 0.806 0.0 0.0 0.0
H -3.478 -3.308 -2.043 0.0 0.0 0.0
H -5.135 -2.511 -3.613 0.0 0.0 0.0
H -5.454 -0.075 -4.026 0.0 0.0 0.0
H -4.007 1.536 -2.776 0.0 0.0 0.0
H -2.334 0.742 -1.198 0.0 0.0 0.0
C 0.380 1.791 -3.497 0.0 0.0 0.0
N 0.437 0.338 -3.482 0.1 0.0 0.0
C -0.619 -0.477 -3.834 0.0 0.0 0.0
C -0.288 -1.731 -3.471 0.0 0.0 0.0
N 0.967 -1.670 -2.903 0.0 0.0 0.0
C 1.566 -2.768 -2.170 0.0 0.0 0.0
C 1.393 -0.394 -2.886 0.0 0.0 0.1
Se 2.987 0.262 -2.126 0.1 -0.1 -0.2
H 0.077 2.130 -4.487 0.0 0.0 0.0
H 1.359 2.185 -3.243 0.0 0.0 0.0
H -0.318 2.139 -2.735 0.0 0.0 0.0
H -1.532 -0.084 -4.244 0.0 0.0 0.0
H -0.861 -2.640 -3.488 0.0 0.0 0.0
H 1.846 -3.570 -2.855 0.0 0.0 0.0
H 0.846 -3.129 -1.434 0.0 0.0 0.0
H 2.447 -2.390 -1.658 0.0 0.0 0.0
```
Positions in Å, forces in eV/Å.

Computed properties:
Net charge = -2
HOMO = -0.005 Eh
Orbital gap = 4.402 eV
LUMO energy = 4.267 eV
DFT total energy = -6850.4481 Ha

---

Here is one molecule with the formula C4H4O2 from OMol25. Energies are from wB97M-V/def2-TZVPD.

```
10
Properties=species:S:1:pos:R:3:forces:R:3
C 2.631 -0.261 -0.157 0.6 2.1 0.4
C 1.598 -1.003 -0.125 -5.0 0.7 -0.7
C -0.496 0.603 -0.416 1.2 -0.2 -0.3
C -1.951 0.577 0.090 0.2 2.6 0.6
O 3.471 0.508 -0.032 1.2 0.5 -0.1
O 0.134 -0.548 -0.133 -0.3 0.0 0.9
H 1.559 -1.996 -0.384 0.2 -2.0 -0.2
H -2.297 -0.306 0.532 -0.7 -1.8 0.1
H -2.824 1.206 -0.397 2.3 -1.5 0.2
H -1.825 1.218 1.023 0.3 -0.4 -0.8
```
Positions in Å, forces in eV/Å.

Computed properties:
HOMO = -0.305 Eh
Orbital gap = 7.862 eV
LUMO energy = -0.443 eV
DFT total energy = -305.0913 Ha

---

Here is C25H21ClN2O2Pd as an isolated structure from OMol25. Energies are from wB97M-V/def2-TZVPD.

```
52
Properties=species:S:1:pos:R:3:forces:R:3
C -1.949 3.377 0.277 -1.0 1.2 0.1
C -0.939 4.401 0.241 -1.1 1.7 0.6
C -0.105 4.228 1.402 -0.6 1.7 0.8
H -0.789 5.098 -0.576 0.1 -0.1 0.3
C -0.587 3.085 2.122 -0.7 0.6 1.9
C -1.731 2.580 1.435 -1.9 -0.1 1.6
H -2.342 1.719 1.712 0.5 0.2 -0.2
H -2.678 3.201 -0.506 0.1 0.0 0.2
H 0.761 4.818 1.661 0.0 -0.1 -0.2
H -0.115 2.674 3.014 -0.3 0.1 -0.2
Pd -0.031 2.591 0.234 4.6 -5.2 -5.3
Cl 0.278 2.763 -2.370 -0.6 -0.5 0.1
C 2.933 4.214 -1.433 0.0 1.0 0.7
C 3.358 4.163 -0.072 -0.4 0.7 -0.5
C 2.836 5.315 0.594 0.0 0.1 -0.7
H 4.002 3.403 0.368 -0.2 0.1 0.0
C 2.079 6.073 -0.359 0.7 -0.6 0.0
C 2.140 5.390 -1.607 0.8 -0.3 0.7
H 1.676 5.708 -2.538 0.0 -0.1 0.2
H 3.166 3.492 -2.209 -0.2 0.0 0.2
H 3.008 5.587 1.638 -0.1 -0.1 -0.2
H 1.578 7.024 -0.178 0.0 -0.2 0.0
O 2.314 0.254 -0.219 -1.0 -0.9 0.5
C 1.261 -0.319 0.015 -0.6 0.2 -0.1
N 1.080 -1.712 0.133 1.6 1.0 -0.4
C -0.285 -2.093 0.129 0.0 -0.4 0.4
C -0.944 -0.705 0.416 0.7 1.2 0.2
O -2.130 -0.588 0.745 0.7 -0.2 -0.4
N 0.006 0.268 0.248 -0.2 -0.9 0.0
C -0.688 -2.657 -1.242 0.1 -0.1 0.3
C -1.630 -2.024 -2.050 -0.1 -0.2 -0.3
C -1.949 -2.567 -3.308 0.4 -0.3 0.8
C -1.302 -3.736 -3.738 -0.4 0.5 0.0
C -0.328 -4.337 -2.941 0.1 -0.1 0.5
C -0.037 -3.826 -1.673 -0.5 0.4 -0.6
C -0.517 -3.134 1.222 -0.1 0.2 -0.3
C -1.783 -3.710 1.355 0.0 -0.3 0.2
C -1.976 -4.747 2.279 0.2 0.4 -0.2
C -0.912 -5.200 3.064 -0.1 0.0 0.0
C 0.341 -4.621 2.910 0.3 0.3 0.0
C 0.549 -3.573 2.011 -0.4 -0.4 0.2
H 1.865 -2.326 -0.020 -0.3 0.1 -0.3
H -2.144 -1.128 -1.673 0.3 -0.4 -0.3
H -2.730 -2.076 -3.883 0.2 -0.2 -0.1
H -1.596 -4.192 -4.683 0.2 0.1 0.1
H 0.193 -5.238 -3.270 -0.2 0.2 0.0
H 0.671 -4.336 -1.017 -0.1 0.2 -0.2
H -2.594 -3.327 0.716 0.4 -0.3 0.4
H -2.954 -5.200 2.384 0.0 0.0 0.0
H -1.066 -5.981 3.811 0.0 0.1 -0.3
H 1.197 -4.957 3.492 -0.2 -0.1 0.1
H 1.539 -3.115 1.936 -0.5 -0.1 0.0
```
Positions in Å, forces in eV/Å.

Computed properties:
Net charge = -2
HOMO (alpha / beta) = 0.008 / 0.008 Eh
Orbital gap (alpha / beta) = 3.971 / 3.959 eV
LUMO energy (alpha / beta) = 4.190 / 4.190 eV
DFT total energy = -1813.2723 Ha
Spin multiplicity = 3

---

Which of these has the lowest DFT total energy?
C34H32BrN3PdSeTe

---

The highest DFT total energy belongs to which entry?
C4H4O2

---

Which of these has the lowest DFT total energy?
C34H32BrN3PdSeTe

---

Copy entry 2 word for word.
Here is a 2-piece molecular cluster, C9H17N4O overall from OMol25. Energies are from wB97M-V/def2-TZVPD.

```
31
Properties=species:S:1:pos:R:3:forces:R:3
C -0.267 0.276 -2.609 1.1 -2.0 0.3
C 2.070 -0.270 -2.191 2.2 -1.1 3.3
C 1.082 0.068 -3.278 1.4 2.9 2.9
C -0.326 0.577 2.876 -2.7 -0.4 -2.6
C -1.594 0.992 2.013 -1.3 -2.0 -0.5
C 0.476 -0.159 1.813 3.0 -0.7 1.2
C -0.955 1.328 0.668 -1.0 -0.6 1.2
C 0.361 -1.093 -0.879 0.8 1.7 -0.5
C -1.363 -2.331 -0.107 -1.0 -0.4 0.9
N -0.655 -0.428 -1.625 0.2 0.0 0.1
N 1.660 -0.884 -1.114 0.0 -0.5 -0.1
N 3.443 -0.090 -2.075 -2.8 0.6 -2.2
N 0.201 0.488 0.529 0.9 -1.3 0.9
O 0.104 -2.082 -0.077 -2.3 0.5 -2.6
H -0.950 0.935 -3.044 -1.1 0.9 -0.8
H 1.042 -0.814 -3.787 -0.2 -2.1 -2.4
H 1.464 0.954 -3.768 -0.3 -0.1 -0.9
H -0.012 1.498 3.211 1.8 2.1 0.5
H -0.675 0.111 3.740 -0.1 -1.6 1.3
H -2.309 0.147 1.690 1.0 0.6 1.4
H -2.283 1.768 2.440 1.1 -0.5 -0.4
H 1.660 -0.300 1.927 -2.5 0.9 0.1
H 0.237 -1.204 1.709 -0.8 -0.3 0.5
H -1.669 1.146 -0.103 -0.2 0.4 -0.9
H -0.682 2.302 0.816 0.8 2.9 -0.7
H -2.067 -1.443 -0.080 1.6 -0.8 0.4
H -1.333 -2.913 0.782 -1.3 -0.5 0.8
H -1.778 -2.939 -0.932 1.2 0.2 0.0
H 3.931 0.459 -2.724 0.7 0.6 -1.0
H 3.965 -0.429 -1.303 -0.2 -0.5 0.8
H 1.088 0.912 0.333 -0.1 0.9 -0.8
```
Positions in Å, forces in eV/Å.

Computed properties:
Net charge = +1
HOMO = -0.473 Eh
Orbital gap = 8.844 eV
LUMO energy = -4.031 eV
DFT total energy = -647.0565 Ha